78
Properties=species:S:1:pos:R:3:forces:R:3:lowdin_spin:R:1 method="wB97M-V/def2-TZVPD" spin_multiplicity=2 relative_energy_kcal_mol=23.8 e_homo_ev="-1.0 / -0.7" total_charge=-2 s2=0.76 orbital_gap_ev="5.57 / 5.23" largest_force_ha_per_bohr=0.0205
Ir 0.760 -0.894 0.142 0.0 -0.9 -0.5 0.1679
N 4.162 -1.737 3.620 0.0 0.2 0.0 -0.0001
C 3.227 -2.049 2.610 -0.2 -0.2 0.0 -0.0003
S 3.805 -3.136 1.418 -0.1 -0.1 0.0 0.0001
N 2.068 -1.523 2.879 0.0 0.7 0.0 -0.0004
N 0.938 -1.620 2.081 0.4 0.5 0.0 -0.0039
C -0.117 -1.767 2.805 0.0 -0.5 0.1 -0.0002
C -1.462 -2.096 2.389 0.0 0.3 0.0 0.0004
C -2.403 -2.348 3.392 0.0 -0.1 0.1 -0.0003
C -3.681 -2.788 3.114 -0.1 0.0 0.0 0.0008
C -4.039 -2.991 1.775 0.1 0.0 0.1 -0.0002
C -3.147 -2.713 0.766 0.0 0.0 0.0 0.0011
C -1.845 -2.214 1.033 0.0 0.0 -0.2 0.0003
O -1.091 -1.887 0.040 -0.1 0.4 -0.2 0.0078
H 5.095 -1.708 3.240 0.0 -0.1 0.0 0.0000
H 3.902 -0.893 4.114 0.0 0.0 -0.1 0.0000
H 0.074 -1.767 3.876 0.0 -0.2 0.0 -0.0001
H -2.102 -2.190 4.423 0.0 -0.1 0.0 0.0000
H -4.387 -2.976 3.913 0.0 0.0 0.0 0.0001
H -5.025 -3.373 1.530 0.0 0.1 0.0 0.0000
H -3.423 -2.832 -0.275 0.0 0.0 0.0 0.0000
C -4.472 2.955 -0.945 0.0 0.0 -0.1 0.0000
C -3.236 2.318 -1.520 0.0 0.0 -0.1 0.0000
C -3.184 0.948 -1.766 0.0 0.0 -0.1 0.0000
C -2.039 0.360 -2.272 0.0 0.0 -0.1 -0.0004
C -0.936 1.153 -2.550 0.0 0.0 0.2 -0.0008
C -0.965 2.517 -2.310 0.0 0.0 -0.1 -0.0003
C -2.115 3.092 -1.794 -0.1 0.1 -0.2 0.0000
S 0.534 0.381 -3.153 -0.3 0.1 -0.2 -0.0001
O 1.555 1.394 -3.201 0.0 0.1 0.1 0.0000
O 0.227 -0.269 -4.413 0.0 -0.1 0.0 0.0000
N 0.794 -0.701 -2.010 -0.1 -0.4 0.5 0.0004
C 1.140 -2.020 -2.168 -0.1 0.2 -0.5 0.0041
C 1.333 -2.787 -3.324 0.0 0.0 -0.1 -0.0006
C 1.683 -4.110 -3.158 0.0 0.0 0.1 0.0052
C 1.800 -4.663 -1.883 0.0 0.0 -0.1 -0.0007
C 1.577 -3.846 -0.792 0.0 -0.1 0.1 0.0038
N 1.288 -2.559 -0.946 0.1 0.0 -0.1 -0.0038
H -5.182 2.198 -0.610 0.0 0.0 0.0 0.0000
H -4.970 3.586 -1.687 0.0 0.0 0.0 0.0000
H -4.205 3.581 -0.093 -0.1 0.0 -0.2 0.0001
H -4.044 0.331 -1.529 0.0 0.0 0.0 0.0000
H -1.984 -0.709 -2.436 0.0 0.0 0.1 0.0000
H -0.083 3.106 -2.523 0.0 0.0 0.1 0.0000
H -2.133 4.153 -1.571 0.0 0.0 0.0 -0.0002
H 1.197 -2.334 -4.292 0.1 0.0 0.0 -0.0002
H 1.874 -4.726 -4.030 -0.1 0.0 0.0 0.0004
H 2.068 -5.700 -1.740 0.0 0.0 0.0 -0.0002
H 1.642 -4.201 0.224 0.1 0.0 0.1 0.0000
C 4.056 -0.543 -1.838 0.1 -0.1 0.3 0.0001
C 3.488 0.327 -0.711 -0.6 0.2 -0.2 0.0004
C 4.645 0.903 0.105 0.0 -0.1 0.0 0.0002
O 2.656 -0.342 0.184 0.8 0.0 0.6 0.0044
H 4.825 0.011 -2.387 0.0 0.0 0.0 0.0000
H 3.287 -0.828 -2.545 -0.1 0.0 -0.1 0.0000
H 4.497 -1.448 -1.409 0.0 0.0 0.0 0.0000
H 2.950 1.159 -1.181 0.1 0.0 -0.1 0.0001
H 5.288 0.087 0.448 0.0 0.0 0.0 0.0000
H 4.254 1.425 0.979 0.0 0.0 0.0 0.0000
H 5.241 1.599 -0.495 0.0 0.0 0.0 0.0001
C 1.669 3.064 0.300 -0.1 0.0 0.0 0.0088
C 0.245 3.203 0.747 0.0 0.0 0.0 0.0240
C -0.347 4.434 0.927 -0.1 -0.1 0.0 0.0012
C -1.684 4.571 1.309 -0.1 0.1 -0.1 -0.0143
C -2.425 3.406 1.493 0.2 0.0 0.2 0.0008
C -1.892 2.144 1.314 -0.1 0.0 0.1 0.0216
C -2.727 0.914 1.491 0.1 0.0 0.0 0.0053
C -0.510 1.992 0.945 0.2 0.0 -0.2 0.0955
N 0.075 0.826 0.812 -0.2 -0.1 0.4 0.6624
H 2.233 3.981 0.490 0.0 0.0 0.0 0.0001
H 1.720 2.842 -0.771 0.0 0.0 0.0 0.0000
H 2.149 2.223 0.806 0.0 0.0 0.0 0.0047
H 0.255 5.325 0.762 0.0 0.0 0.0 0.0021
H -2.138 5.547 1.437 0.0 0.0 0.0 -0.0016
H -3.471 3.482 1.785 0.1 0.0 0.1 0.0018
H -3.784 1.168 1.612 0.0 0.0 0.0 0.0000
H -2.406 0.338 2.362 0.0 0.0 0.0 0.0008
H -2.620 0.248 0.632 0.0 0.0 0.1 0.0022